{"formula": "C44H78ClNO19P4S2", "method": "ωB97M-V with the def2-TZVPD basis set", "de_lowest_kj_mol": 0.0, "multiplicity": 1, "total_energy_ev": -158638.6414, "total_charge": -2, "lumo_ev": 2.6, "homo_energy_ev": 0.05, "symbols": ["C", "C", "O", "P", "Cl", "C", "C", "C", "S", "C", "S", "N", "C", "C", "C", "C", "C", "C", "C", "C", "C", "C", "C", "C", "C", "O", "O", "O", "C", "C", "C", "C", "O", "C", "O", "C", "C", "O", "H", "H", "H", "H", "H", "H", "H", "H", "H", "H", "H", "H", "H", "H", "H", "H", "H", "H", "H", "H", "H", "H", "H", "H", "H", "H", "H", "H", "H", "H", "H", "H", "H", "O", "P", "O", "C", "C", "O", "C", "C", "O", "C", "C", "H", "H", "H", "H", "H", "H", "H", "H", "H", "H", "H", "H", "H", "H", "H", "O", "P", "O", "C", "C", "O", "C", "C", "O", "C", "C", "H", "H", "H", "H", "H", "H", "H", "H", "H", "H", "H", "H", "H", "H", "H", "O", "P", "O", "C", "C", "O", "C", "C", "O", "C", "C", "H", "H", "H", "H", "H", "H", "H", "H", "H", "H", "H", "H", "H", "H", "H"], "positions_angstrom": [[-1.72696, 0.64442, -0.61482], [-0.74459, -0.19284, -1.45748], [-0.95545, 0.16232, -2.78872], [-0.45406, -0.91458, -4.09988], [1.22105, -1.78903, -2.97942], [0.61682, 0.53885, -4.78247], [2.02696, 0.13863, -5.22967], [3.11184, 0.57594, -4.22122], [4.32388, -0.78002, -3.92026], [5.76048, -0.25329, -4.81344], [5.66068, 0.02462, -6.41366], [7.00326, -0.11951, -4.11124], [7.05329, -0.88593, -2.88909], [7.59595, -2.15442, -2.97243], [7.65485, -2.98524, -1.86562], [7.15426, -2.54875, -0.64985], [6.63192, -1.26678, -0.56332], [6.57128, -0.44036, -1.66752], [7.45904, 1.22033, -3.92933], [6.78970, 2.35233, -4.37891], [7.31071, 3.62067, -4.19958], [8.53419, 3.80849, -3.57462], [9.20160, 2.68931, -3.10327], [8.67954, 1.42319, -3.28308], [-0.15258, -2.05440, -5.70926], [-0.67639, -1.71630, -6.78924], [0.56898, -3.06928, -5.52737], [-1.79051, -0.16665, -4.97362], [-3.00797, -0.70393, -4.60953], [-2.75430, -2.16771, -4.17007], [-3.84196, -2.74926, -3.24536], [-4.59778, -3.89202, -3.90999], [-3.74999, -5.04452, -4.04783], [-3.93389, -5.73684, -5.19641], [-3.82195, -5.26688, -6.29955], [-4.26199, -7.21290, -5.03366], [-4.56665, -7.64974, -3.58599], [-1.52820, -2.15378, -3.51884], [-2.74330, 0.24692, -0.68302], [-1.39878, 0.75171, 0.42306], [-1.78558, 1.65535, -1.02861], [-0.95903, -1.24115, -1.23657], [0.25584, 0.08678, -1.09848], [0.72713, 1.22334, -3.93143], [0.05941, 1.08283, -5.53903], [2.24729, 0.68035, -6.15872], [2.15594, -0.91634, -5.47182], [3.65314, 1.46496, -4.53751], [2.63979, 0.69141, -3.24677], [7.97847, -2.52279, -3.91591], [8.07982, -3.97795, -1.93384], [7.16370, -3.18831, 0.22257], [6.22506, -0.90298, 0.37165], [6.13658, 0.54693, -1.59072], [5.83972, 2.27402, -4.88629], [6.78149, 4.49545, -4.55496], [8.95794, 4.79644, -3.45429], [10.14892, 2.77259, -2.58458], [9.23408, 0.56758, -2.91903], [-3.44168, -0.18670, -3.72818], [-3.68115, -0.66696, -5.47590], [-2.81562, -2.75828, -5.09667], [-3.31624, -3.19992, -2.39907], [-4.54395, -1.98352, -2.90306], [-5.47935, -4.18850, -3.32865], [-4.93915, -3.54913, -4.88969], [-3.42941, -7.81722, -5.39658], [-5.11430, -7.47416, -5.66039], [-4.30699, -8.70143, -3.45562], [-3.94545, -7.08358, -2.89915], [-5.63273, -7.55589, -3.37833], [-1.82283, 4.05913, 0.71243], [-1.82039, 5.38741, 1.34415], [-3.34462, 5.93539, 1.38327], [-4.34110, 5.19968, 2.08996], [-4.08325, 5.19638, 3.58983], [-1.21059, 6.32683, 0.16602], [-0.33816, 5.76893, -0.83406], [-1.06997, 5.61077, -2.14777], [-1.29372, 6.33144, 2.54718], [-1.04121, 7.73410, 2.41768], [-2.28365, 8.57863, 2.24677], [-4.38761, 4.16528, 1.73867], [-5.28854, 5.67517, 1.83924], [-3.16900, 4.65152, 3.83203], [-4.91267, 4.71983, 4.11495], [-3.96464, 6.21372, 3.96479], [0.07499, 4.81773, -0.50333], [0.49649, 6.46464, -0.94886], [-1.99900, 5.05801, -2.01463], [-0.45412, 5.08346, -2.87636], [-1.33229, 6.58954, -2.55566], [-0.31636, 7.92891, 1.63074], [-0.55354, 8.01701, 3.35441], [-2.72518, 8.44327, 1.26097], [-2.02330, 9.63254, 2.35994], [-3.03807, 8.32111, 2.99043], [-1.55109, 9.23276, 7.34624], [-0.99811, 8.02107, 7.98125], [-2.01631, 6.80322, 7.70057], [-2.26334, 6.39878, 6.34483], [-1.07942, 5.64248, 5.75292], [-1.31624, 8.28662, 9.56539], [-1.46992, 9.61072, 10.07203], [-2.93045, 9.90560, 10.34172], [0.34862, 7.21530, 8.24800], [0.65729, 6.48663, 9.44332], [-0.16670, 5.23387, 9.62982], [-2.51860, 7.27072, 5.73742], [-3.13267, 5.74332, 6.36627], [-0.19795, 6.28113, 5.65777], [-1.33422, 5.26930, 4.76581], [-0.80461, 4.80419, 6.39388], [-1.04397, 10.34360, 9.38795], [-0.90006, 9.66483, 11.00346], [-3.53888, 9.69079, 9.46380], [-3.07254, 10.95101, 10.62111], [-3.30132, 9.27595, 11.15232], [0.60648, 7.13060, 10.31839], [1.70654, 6.20654, 9.33636], [-1.19812, 5.46914, 9.88879], [0.25770, 4.63775, 10.43917], [-0.17781, 4.63473, 8.72033], [-2.40818, -9.53522, -1.61811], [-1.15065, -9.77231, -0.88853], [-1.30120, -11.19923, -0.11884], [-1.49432, -12.38127, -0.89371], [-0.22857, -12.81208, -1.61378], [-1.29092, -8.77607, 0.39070], [-2.10403, -7.59470, 0.31222], [-3.39631, -7.79465, 1.07331], [0.43452, -9.67403, -0.97915], [1.30553, -9.35145, 0.11075], [1.40025, -10.43005, 1.16597], [-2.30965, -12.22756, -1.60598], [-1.80795, -13.15899, -0.19662], [0.06983, -12.07421, -2.36122], [-0.38279, -13.76626, -2.11989], [0.59949, -12.91445, -0.91216], [-2.29828, -7.32184, -0.72304], [-1.52789, -6.78221, 0.75751], [-3.90218, -8.70518, 0.75127], [-4.06743, -6.94792, 0.92463], [-3.19657, -7.89785, 2.14210], [1.04527, -8.39035, 0.54677], [2.28679, -9.21760, -0.34691], [0.48474, -10.49588, 1.75244], [2.22216, -10.20029, 1.84609], [1.57977, -11.40545, 0.71372]]}

---

{"formula": "C44H51N5O4S5Ta", "method": "ωB97M-V with the def2-TZVPD basis set", "de_lowest_kj_mol": 34.9, "multiplicity": 1, "total_energy_ev": -117819.6454, "total_charge": 1, "lumo_ev": -4.9, "homo_energy_ev": -8.66, "symbols": ["Ta", "C", "N", "C", "C", "N", "C", "C", "C", "C", "C", "C", "C", "S", "C", "C", "C", "C", "C", "C", "S", "H", "H", "H", "H", "H", "H", "H", "H", "H", "H", "H", "H", "H", "H", "H", "H", "H", "H", "S", "C", "N", "C", "C", "N", "C", "C", "C", "C", "C", "C", "C", "C", "S", "C", "C", "C", "C", "C", "C", "C", "H", "H", "H", "H", "H", "H", "H", "H", "H", "H", "H", "H", "H", "H", "H", "H", "H", "H", "N", "C", "C", "C", "C", "C", "C", "S", "O", "O", "O", "H", "H", "H", "H", "H", "H", "C", "C", "C", "C", "O", "H", "H", "H", "H", "H", "H", "H", "H", "H"], "positions_angstrom": [[1.09129, 0.19375, 0.01773], [-0.55241, -3.27865, 0.52874], [0.83174, -2.80207, 0.40044], [1.53170, -3.00360, 1.68314], [2.82501, -2.23460, 1.76009], [2.67072, -0.77935, 1.97370], [3.97994, -0.10458, 1.76761], [2.09056, -0.48731, 3.27419], [2.90097, -0.38925, 4.40155], [2.35921, -0.09538, 5.64104], [0.98812, 0.07919, 5.77092], [0.17739, -0.01397, 4.65209], [0.73205, -0.27982, 3.40011], [-0.33542, -0.30966, 2.00523], [1.51766, -3.49054, -0.66488], [1.31977, -4.84687, -0.91098], [1.96178, -5.48241, -1.96097], [2.82102, -4.76246, -2.78273], [3.03837, -3.41941, -2.53371], [2.38282, -2.78090, -1.47997], [2.76436, -1.07708, -1.25348], [-0.61130, -4.25330, 1.02367], [-0.99102, -3.35959, -0.46112], [-1.11732, -2.56478, 1.12531], [1.77026, -4.06521, 1.81511], [0.85837, -2.71584, 2.48952], [3.38037, -2.36757, 0.83446], [3.42796, -2.64785, 2.57473], [4.78271, -0.61560, 2.30253], [3.92185, 0.92581, 2.10764], [4.22162, -0.11559, 0.70871], [3.96939, -0.53831, 4.31147], [3.00976, 0.00945, 6.49851], [0.55233, 0.29957, 6.73595], [-0.89204, 0.13507, 4.72928], [0.66323, -5.41966, -0.26855], [1.79042, -6.53616, -2.13625], [3.32355, -5.24692, -3.60912], [3.71328, -2.84513, -3.15644], [-1.67847, 1.15293, -0.40121], [-2.42644, -0.33587, -0.54014], [-3.44195, -0.72253, 0.18946], [-4.04244, -2.03986, -0.04204], [-4.06613, -2.31782, -1.51938], [-2.69098, -2.24094, -2.02950], [-2.28530, -3.13793, -3.13183], [-2.38165, -2.47743, -4.48754], [-1.24400, -2.29127, -5.26128], [-1.33703, -1.67872, -6.50419], [-2.56507, -1.23789, -6.97224], [-3.70820, -1.42507, -6.20419], [-3.61601, -2.04590, -4.96876], [-1.90587, -1.27678, -1.60238], [-0.35295, -1.07031, -2.16264], [-3.97021, 0.04078, 1.34491], [-5.36968, 0.53346, 1.07674], [-6.47745, -0.18208, 1.51865], [-7.76078, 0.26595, 1.23312], [-7.94053, 1.43450, 0.50708], [-6.83763, 2.16286, 0.07797], [-5.55695, 1.71067, 0.35583], [-5.05439, -2.03854, 0.35394], [-3.45454, -2.80144, 0.47719], [-4.70364, -1.59407, -2.03343], [-4.45713, -3.31463, -1.70616], [-2.93996, -4.00735, -3.08539], [-1.26094, -3.46411, -2.94479], [-0.28117, -2.62861, -4.89407], [-0.44737, -1.54531, -7.10525], [-2.63693, -0.75885, -7.93969], [-4.67130, -1.09402, -6.56925], [-4.51710, -2.20701, -4.38578], [-3.29771, 0.87139, 1.52552], [-3.95024, -0.62371, 2.21016], [-6.34346, -1.08165, 2.11142], [-8.61746, -0.29469, 1.58300], [-8.94046, 1.78281, 0.28415], [-6.97540, 3.08671, -0.46803], [-4.69539, 2.27910, 0.02154], [0.61320, 2.46059, 1.81814], [1.55047, 3.49887, 2.13827], [1.34839, 4.80016, 1.71893], [2.29191, 5.77846, 2.01801], [3.43572, 5.43609, 2.72329], [3.62938, 4.12801, 3.16109], [2.68694, 3.16230, 2.86336], [4.66005, 6.67799, 3.16101], [4.24811, 7.85253, 2.41295], [5.90631, 6.06763, 2.72417], [4.50115, 6.76887, 4.60142], [-0.25821, 2.83405, 1.46017], [0.41403, 1.88513, 2.62312], [0.45141, 5.05320, 1.15887], [2.15726, 6.80812, 1.71224], [4.51755, 3.89377, 3.73487], [2.81321, 2.13973, 3.20879], [2.34103, 3.97136, -1.23923], [2.71134, 2.54078, -1.54328], [2.47567, 2.21556, -3.00843], [4.14953, 2.26993, -1.14268], [1.85243, 1.60635, -0.75835], [2.86017, 4.62436, -1.93978], [2.63060, 4.24469, -0.22893], [1.26468, 4.12351, -1.34937], [3.09911, 2.86193, -3.62303], [1.42846, 2.38370, -3.26941], [2.72775, 1.17476, -3.21756], [4.80659, 2.92484, -1.71277], [4.42329, 1.23395, -1.35249], [4.29269, 2.47853, -0.08020]]}

---

{"formula": "C11H7CrNO5", "method": "ωB97M-V with the def2-TZVPD basis set", "s2": 3.801, "multiplicity": 4, "total_energy_ev": -51633.6925, "total_charge": 3, "lumo_ev": [-13.6, -16.5], "homo_energy_ev": [-21.10, -20.90], "symbols": ["O", "C", "Cr", "O", "C", "C", "O", "C", "O", "C", "O", "C", "C", "C", "C", "N", "C", "C", "H", "H", "H", "H", "H", "H", "H"], "positions_angstrom": [[-0.60123, -0.36239, -3.26100], [-0.39060, -0.23491, -2.11598], [-0.04564, -0.02796, -0.25176], [2.41574, 1.76806, -0.52418], [1.45311, 1.10601, -0.51781], [-1.50064, -1.13243, 0.27926], [-2.37243, -1.74185, 0.74998], [1.09088, -1.54971, -0.10330], [1.78951, -2.45101, 0.09498], [-1.11845, 1.53471, -0.03307], [-1.73653, 2.48239, 0.19702], [1.11706, 0.67527, 6.20122], [0.86574, 0.51330, 4.70373], [-0.43780, 0.51912, 4.17762], [-0.66262, 0.38188, 2.78175], [0.35737, 0.20596, 1.88817], [1.63697, 0.18610, 2.38502], [1.91428, 0.35173, 3.76680], [0.71102, 1.62323, 6.60910], [0.66143, -0.13350, 6.80788], [2.20414, 0.66550, 6.39691], [-1.28500, 0.62691, 4.83726], [-1.67580, 0.40018, 2.34927], [2.41396, 0.04171, 1.61947], [2.95020, 0.34943, 4.07328]]}